16
Properties=species:S:1:pos:R:3:forces:R:3 method="wB97M-V/def2-TZVPD" multiplicity=1 energy_ha=-1257.698316
C -0.44468 -0.95504 -0.12530 0.0 -0.1 -0.1
C 1.14125 0.69084 0.34796 0.1 -0.1 0.0
C -0.11678 0.97562 1.10022 -0.3 -0.3 0.2
C -1.01268 0.02097 0.84225 -1.4 0.9 -0.9
C 1.64692 -1.03434 -1.42783 0.1 -0.2 -0.1
N 0.81624 -0.50690 -0.38257 0.2 0.1 0.1
O -0.96957 -1.93550 -0.59954 -0.2 -0.1 -0.1
O -2.87469 1.13081 2.24139 -0.1 0.6 0.7
S -2.84725 0.12997 1.20593 0.5 -0.5 -0.6
Cl -4.01376 1.10598 -0.48960 1.3 -0.6 0.7
H 1.37133 1.52446 -0.32921 0.0 0.0 0.1
H 2.00997 0.54258 0.99973 0.0 0.1 0.0
H -0.25425 1.84056 1.72282 -0.1 0.2 0.1
H 1.11145 -1.86514 -1.88168 0.0 0.0 0.0
H 1.83678 -0.27382 -2.18836 0.0 0.0 0.0
H 2.59971 -1.39106 -1.03620 0.0 0.0 0.0

---

124
Properties=species:S:1:pos:R:3:forces:R:3 method="wB97M-V/def2-TZVPD" multiplicity=1 energy_ha=-2774.087832
C 2.90096 2.62255 3.79916 0.8 1.7 -0.8
O 2.61767 1.45655 3.56658 -0.1 -0.7 0.0
N 2.40306 3.30881 4.87993 0.8 0.7 -0.3
N 3.76539 3.37029 3.00600 -0.8 0.8 1.1
H 2.51517 4.33443 4.94313 -0.2 -1.2 -0.3
H 1.53163 2.93982 5.17662 -0.7 -0.2 0.7
H 3.56572 4.37316 3.07373 0.3 -0.7 -0.2
H 4.02339 3.08579 2.07293 0.1 -0.6 -0.2
C 4.88108 1.08880 0.25328 1.4 -0.1 0.3
O 4.90678 2.33685 0.38138 -0.9 -1.2 -0.1
N 5.55260 0.48259 -0.78209 -0.4 1.7 -0.8
N 4.38142 0.21447 1.19185 0.1 1.2 -0.5
H 5.52686 -0.49074 -0.82913 -0.1 -1.7 -0.2
H 5.64886 0.92957 -1.70952 -0.2 -0.1 1.2
H 4.19750 0.58097 2.10806 -0.4 0.1 0.2
H 4.23517 -0.77494 1.08387 0.1 0.0 -0.2
C 4.24784 -0.85396 -3.87749 1.3 1.4 -1.9
O 4.82503 -1.70491 -3.23839 0.4 -1.7 1.0
N 2.92655 -0.76550 -4.03968 -1.5 0.0 0.3
N 5.00584 0.06766 -4.62163 -3.2 0.1 1.0
H 2.51267 0.11797 -4.34362 0.1 -0.6 0.1
H 2.32501 -1.53245 -3.68481 0.5 0.7 -0.3
H 4.49034 0.88006 -4.93458 0.6 -0.1 -0.3
H 5.96275 -0.06007 -4.75068 1.4 -0.1 0.1
C 2.05031 -4.25135 -3.03812 0.7 -3.7 0.0
O 1.43609 -3.36817 -3.55392 -1.5 2.6 -0.4
N 3.40108 -4.35733 -3.14031 0.6 2.4 0.1
N 1.36053 -5.36120 -2.46584 0.7 0.8 -0.4
H 3.92239 -3.39948 -3.26501 -0.7 -2.4 0.3
H 3.84739 -5.21598 -2.87982 0.3 0.3 0.3
H 0.42165 -5.42567 -2.85725 0.2 -0.1 0.3
H 1.86570 -6.24436 -2.39355 -0.3 0.5 0.0
C -1.55726 1.79027 -2.85711 -2.2 0.4 0.9
O -2.72713 2.01217 -3.25320 1.1 -0.2 -0.4
N -1.33019 1.80193 -1.51540 0.5 -0.6 0.5
N -0.52006 1.52553 -3.69589 1.2 0.6 0.2
H -2.15481 1.88053 -0.89165 0.5 0.0 -0.7
H -0.58685 1.19000 -1.16583 -0.3 0.3 0.0
H -0.63602 1.94911 -4.60514 -0.2 -0.3 -0.1
H 0.42853 1.74757 -3.34451 -0.8 -0.3 -0.3
C 3.09687 2.36744 -2.76706 -0.9 -0.2 2.0
O 2.50405 2.18532 -3.79771 -0.8 -0.4 -3.0
N 4.29933 3.00030 -2.72628 0.3 0.5 -0.5
N 2.50610 1.99392 -1.62934 -1.1 -1.0 1.4
H 4.64772 3.37360 -1.86040 -0.1 -0.1 0.5
H 4.20751 3.69290 -3.44967 0.8 0.3 -0.3
H 1.64638 1.41051 -1.59774 1.2 0.6 -0.5
H 2.90896 2.17615 -0.73964 0.5 0.2 0.6
C 2.75669 -2.36258 3.63265 -0.6 0.6 2.7
O 3.10911 -2.16488 2.50289 0.3 0.1 -1.5
N 2.90913 -3.62529 4.23343 -0.4 0.7 -0.2
N 2.15590 -1.38191 4.43294 0.3 -0.5 -0.1
H 3.14877 -4.32073 3.55468 0.3 -0.3 0.1
H 3.06840 -3.83874 5.21832 -0.2 0.5 -0.7
H 1.80469 -1.67695 5.33414 0.2 0.2 -0.2
H 2.22416 -0.35753 4.26409 0.2 -1.1 -0.2
C -5.91962 0.97433 -2.65723 0.3 1.1 0.8
O -7.10257 0.79258 -2.76577 -1.3 -0.9 -0.3
N -4.94975 0.01010 -2.66028 -1.0 -0.4 -0.4
N -5.44942 2.23489 -2.35913 1.2 1.0 0.2
H -4.04026 0.43592 -2.81035 0.3 -0.9 -0.4
H -5.33173 -0.86549 -3.06416 1.2 0.9 0.3
H -4.46829 2.46468 -2.59766 -0.8 -0.2 0.0
H -6.12335 2.99567 -2.38346 0.2 -0.6 -0.2
C -2.33616 0.99057 5.81120 1.2 -1.3 -2.0
C -0.99151 0.80338 6.47951 0.0 0.2 2.0
C -0.61195 -0.63790 6.83895 -2.1 0.0 -0.8
O 0.05586 1.40221 5.79465 0.8 0.0 -3.0
H -3.10203 0.44940 6.35108 -0.3 0.1 0.0
H -2.23354 0.53302 4.74470 -0.5 0.9 1.5
H -2.48330 2.06312 5.79062 -0.5 0.1 -0.4
H -1.04327 1.47195 7.34782 0.0 -0.6 0.5
H -1.55274 -1.08605 7.25778 1.2 0.1 0.2
H 0.27554 -0.72799 7.47718 -0.4 0.0 -0.3
H -0.51966 -1.14251 5.85359 0.5 0.0 0.6
H 0.03180 1.04821 4.85684 0.3 0.5 1.4
C -5.42605 0.62666 0.68065 0.3 -0.1 0.2
C -4.30849 1.44255 1.28163 1.1 0.5 0.3
C -3.19279 0.49902 1.73410 1.0 0.3 -1.3
O -3.74383 2.31823 0.27892 -0.7 0.0 -0.2
H -5.05584 -0.03826 -0.12477 -0.1 0.1 0.8
H -6.13573 1.25903 0.20228 -0.8 0.7 -0.3
H -5.93992 0.14047 1.50048 -0.1 -0.6 -0.1
H -4.62087 2.04879 2.18164 0.0 -0.4 -1.0
H -3.07093 -0.24484 0.92735 0.1 0.2 0.3
H -3.50571 -0.02115 2.59983 -0.2 -0.6 1.1
H -2.17285 0.94456 1.90969 -1.2 -0.1 -0.1
H -4.43229 2.45408 -0.41325 0.5 -0.1 0.5
C -2.86322 -4.32490 -5.78007 0.1 1.3 1.5
C -2.46168 -4.38593 -4.28601 0.7 1.0 0.6
C -3.63235 -4.78890 -3.42404 -0.2 1.1 -1.2
O -1.41192 -5.33206 -4.04493 0.0 -0.2 -0.3
H -1.97683 -4.10905 -6.37739 -0.2 0.0 -0.2
H -3.59120 -3.47950 -5.86463 0.5 -0.7 -0.3
H -3.32052 -5.25899 -6.05601 -0.2 -0.3 -0.3
H -2.08519 -3.39754 -3.90793 -0.3 -0.5 -0.7
H -3.49995 -4.70733 -2.36146 0.5 -0.7 0.4
H -3.95155 -5.70820 -3.87524 -0.5 -0.9 0.7
H -4.39626 -4.04418 -3.61578 -0.5 0.1 -0.2
H -0.72728 -5.16819 -4.70179 0.1 0.0 0.0
C -1.62239 4.51240 2.60067 -1.7 -0.4 0.4
C -0.26651 3.82900 2.73619 0.3 1.0 -0.4
C 0.07918 2.91616 1.56795 1.4 0.1 0.0
O 0.79581 4.82912 2.82654 -0.4 0.1 -0.1
H -1.60873 5.42492 1.93925 0.2 -0.7 0.9
H -2.12459 4.71014 3.63730 1.0 0.0 -2.0
H -2.29601 3.81314 2.02870 0.4 0.6 0.7
H -0.19904 3.30305 3.69263 -0.1 -0.1 -0.2
H 0.33218 3.52579 0.66858 -0.5 -0.5 0.5
H -0.60415 2.11302 1.34520 -0.7 0.2 -0.2
H 0.98975 2.37758 1.86231 0.1 0.2 -0.2
H 0.58728 5.54112 2.19399 0.1 -0.5 0.4
C -0.13288 -2.25943 0.56228 -0.6 2.9 1.1
C 0.24586 -1.69463 -0.78747 0.1 0.0 0.2
C -0.89680 -1.72057 -1.89618 2.1 -0.1 2.1
O 0.61886 -0.31277 -0.58831 -0.8 1.0 -1.3
H -0.47981 -3.23553 0.57911 -0.6 -2.1 -0.4
H -1.00604 -1.61090 0.89767 1.0 -0.7 0.0
H 0.69302 -2.18346 1.31266 -0.5 0.1 -0.7
H 1.16372 -2.21219 -1.11493 -0.5 0.0 -0.5
H -1.79610 -1.15036 -1.58300 0.6 -0.5 -0.3
H -1.03849 -2.78307 -2.05902 -0.6 -0.1 -0.2
H -0.36961 -1.31960 -2.74222 -0.4 0.4 -0.8
H 1.19024 -0.10030 0.14331 0.4 -0.7 0.7

---

19
Properties=species:S:1:pos:R:3:forces:R:3 method="wB97M-V/def2-TZVPD" multiplicity=1 energy_ha=-307.052035
C 1.61399 0.09127 -1.68149 -1.3 0.0 -0.3
C 1.44959 0.69495 -0.26102 0.4 -0.5 -1.6
C 1.15868 -0.34249 0.82344 1.0 0.7 -0.1
C -0.15469 -1.12463 0.80603 0.9 -0.1 0.1
N -1.27816 -0.34670 1.30714 1.4 3.3 -0.4
C -1.85675 0.52170 0.32601 -1.5 -2.2 -3.5
N -1.55833 0.45839 -0.97280 -0.2 -1.2 1.9
H 0.68553 -0.39102 -2.07882 0.9 0.1 0.5
H 2.50836 -0.54782 -1.75304 -0.5 0.0 0.1
H 1.77128 0.93074 -2.35222 0.2 0.1 -0.2
H 2.46130 1.08562 -0.19400 0.1 0.3 1.2
H 0.80079 1.56836 -0.31367 -0.3 -0.1 0.2
H 1.94972 -1.09288 0.64612 -0.1 0.2 0.6
H 1.25968 0.15864 1.81354 0.2 -0.6 -0.4
H 0.11407 -1.91517 1.53888 -1.1 0.1 -0.6
H -0.31830 -1.43832 -0.23112 -0.2 -0.4 0.2
H -0.83957 0.83095 0.97184 0.7 -0.8 2.2
H -2.69242 1.10983 0.69478 -0.3 -0.2 0.5
H -2.41095 0.20345 -1.46811 -0.2 1.4 -0.4

---

13
Properties=species:S:1:pos:R:3:forces:R:3 method="wB97M-V/def2-TZVPD" multiplicity=1 energy_ha=-340.700268 smiles=Nc1ccc(O)[nH]1
N 2.17295 -0.77298 0.21026 -1.0 0.6 2.7
C 0.80876 -0.49451 -0.03751 -1.5 -0.3 -1.5
C -0.33343 -1.08856 0.42356 0.0 -0.2 -0.5
C -1.39528 -0.16943 0.17561 -0.3 0.3 -0.1
C -0.82709 0.94326 -0.37643 -0.2 -0.1 0.2
O -1.33429 2.10613 -0.84061 -0.3 0.2 -0.1
N 0.52228 0.77648 -0.45782 -0.3 -0.3 -0.5
H 2.30113 -1.78872 0.29162 -0.2 0.5 0.1
H 1.64133 -0.44379 1.14592 4.0 -1.1 -0.1
H -0.39464 -2.05901 0.89918 0.0 0.2 -0.1
H -2.43951 -0.32235 0.39212 0.0 0.1 -0.1
H -2.29233 2.03692 -0.77104 0.0 0.2 -0.1
H 1.18448 1.39233 -0.90153 -0.1 0.0 0.0

---

41
Properties=species:S:1:pos:R:3:forces:R:3 method="wB97M-V/def2-TZVPD" total_charge=-1 multiplicity=1 energy_ha=-6973.825417
Pd -0.99981 -0.13569 0.23886 -0.5 -0.2 -0.1
S 3.11900 1.09792 2.78218 -0.1 -0.1 -0.1
As 1.94888 -0.18090 1.62207 0.3 -0.1 -0.1
S 1.00029 0.72842 -0.18926 0.2 0.1 0.1
S -0.14305 -0.46349 2.31442 -0.1 -0.1 -0.2
S 2.84148 -2.08808 1.10684 -0.1 0.3 0.1
C -2.38559 3.10054 1.60496 0.1 0.0 0.0
O -2.08537 2.78003 0.25980 0.0 0.3 -0.1
H -2.06799 4.11521 1.86976 0.0 0.0 0.0
H -1.92176 2.39573 2.29924 0.0 -0.1 0.1
H -3.46792 3.04193 1.71316 0.0 0.0 0.0
H -1.12669 2.80322 0.13959 -0.1 -0.2 0.1
N 0.76952 -5.48236 0.53252 0.0 0.2 0.0
C 1.55323 -4.90189 -0.62656 -0.1 -0.1 0.2
C 0.60254 -4.04094 -1.45426 0.2 0.0 0.1
N -0.01957 -3.02315 -0.64522 -0.2 -0.2 -0.2
C -0.77976 -3.58738 0.44779 -0.1 0.1 0.0
C 0.09744 -4.40675 1.37482 0.1 -0.1 -0.1
H 1.37558 -6.05553 1.11325 0.1 0.0 0.0
H 0.03768 -6.08545 0.15649 0.0 -0.1 0.0
H 2.00402 -5.74006 -1.16040 0.0 0.0 -0.1
H 2.31541 -4.26391 -0.17797 0.0 0.0 0.0
H -0.17311 -4.65851 -1.92712 0.0 0.0 0.0
H 1.18691 -3.57725 -2.24958 0.0 0.0 0.0
H 0.69303 -2.39675 -0.26657 0.0 0.2 -0.1
H -1.61013 -4.18421 0.04593 0.0 0.0 0.0
H -1.21262 -2.78102 1.03576 -0.1 0.1 0.0
H -0.43857 -4.92385 2.17119 0.0 0.0 0.0
H 0.89895 -3.77828 1.77300 0.0 0.0 0.0
Se -2.80426 -0.69826 -1.46684 0.0 0.0 0.6
C -4.37612 0.13837 -0.73681 0.1 0.0 -0.2
C -5.49138 0.32746 -1.55738 0.0 0.0 -0.1
C -6.65896 0.90056 -1.07343 0.0 0.0 0.1
C -6.74255 1.31405 0.25072 0.0 0.0 -0.1
C -5.64098 1.13409 1.07665 0.0 0.0 0.0
C -4.47902 0.54814 0.59198 0.0 0.0 0.1
H -5.43768 0.02483 -2.59676 0.0 0.0 0.0
H -7.50564 1.03121 -1.73842 0.0 0.0 0.0
H -7.64947 1.76939 0.63001 0.0 0.0 0.0
H -5.68131 1.45191 2.11259 0.0 0.0 0.0
H -3.64234 0.40991 1.26560 0.1 0.0 -0.1

---

18
Properties=species:S:1:pos:R:3:forces:R:3 method="wB97M-V/def2-TZVPD" total_charge=+2 multiplicity=1 energy_ha=-268.446224 smiles="C=C([NH3+])CC[NH3+]"
C 0.24322 0.90708 -1.72035 0.2 -1.3 0.1
C -0.63332 0.23174 -0.99170 -0.7 1.7 1.2
N -1.99269 0.89002 -0.91712 -0.9 0.3 0.8
C -0.44344 -0.71975 0.17509 1.9 -1.0 -0.8
C 1.06844 -0.99111 0.46752 0.2 0.3 0.6
N 1.51418 -0.37938 1.81102 -1.2 -0.6 -0.3
H 0.05550 1.88664 -2.11460 -0.2 0.1 -0.7
H 1.17652 0.41065 -1.95551 0.3 0.5 0.2
H -2.36052 1.05933 0.03140 0.4 -0.4 0.1
H -2.74289 0.33125 -1.34172 0.2 0.0 -0.4
H -2.03046 1.84185 -1.29847 0.2 -0.3 -0.6
H -0.80049 -1.74005 0.03063 -0.8 0.3 -0.2
H -0.89384 -0.29494 1.07229 -0.3 -0.1 -0.1
H 1.24910 -2.05627 0.58147 0.0 0.0 -0.1
H 1.79101 -0.60953 -0.24519 -0.3 0.0 -0.3
H 2.50231 -0.17551 1.84041 0.6 0.1 0.0
H 0.98869 0.46818 2.02741 0.2 0.2 0.1
H 1.30867 -1.06019 2.54743 0.1 0.2 0.2